Entry from OMol25: a structure of composition C31H27N2O3PtS (ωB97M-V/def2-TZVPD).

Calculated values
* total charge: +1
* HOMO energy: -10.4 eV
* orbital gap: 6.99 eV
* total energy: -55782.9985 eV

Last column: natural (NBO) charge in e.
Atoms and positions in Å:
1 Pt 0.10979 -0.52352 -1.29670  0.92
2 C 2.67927 1.73033 1.46898  -0.26
3 O 1.82366 0.66452 1.07471  -0.52
4 C 2.03724 -0.55161 1.64767  0.28
5 C 3.10465 -0.83834 2.49073  -0.29
6 C 3.25381 -2.11376 3.02115  -0.18
7 C 2.34214 -3.11427 2.72603  -0.24
8 C 1.26886 -2.82663 1.89620  -0.21
9 C 1.11865 -1.56178 1.35676  0.13
10 N -0.02911 -1.27583 0.53475  -0.26
11 N -1.10635 -1.51808 1.15146  -0.10
12 C -2.33889 -1.20871 0.71357  0.00
13 C -2.58329 -0.27958 -0.32457  0.40
14 O -1.66939 0.25074 -1.06772  -0.61
15 C -3.91957 0.17305 -0.55137  -0.28
16 C -4.94334 -0.32181 0.17945  -0.11
17 C -4.74819 -1.28947 1.21797  -0.02
18 C -5.83484 -1.78986 1.95604  -0.19
19 C -5.63286 -2.70130 2.96120  -0.21
20 C -4.33118 -3.13143 3.25045  -0.18
21 C -3.25579 -2.65987 2.53473  -0.20
22 C -3.44502 -1.72851 1.50317  -0.04
23 H 3.71006 1.54250 1.15830  0.18
24 H 2.64347 1.88511 2.54851  0.20
25 H 2.30369 2.62003 0.96966  0.20
26 H 3.82125 -0.07241 2.74774  0.23
27 H 4.08935 -2.31629 3.67784  0.23
28 H 2.45466 -4.10430 3.14515  0.23
29 H 0.52654 -3.57921 1.66284  0.23
30 H -4.06772 0.90337 -1.33460  0.24
31 H -5.95320 0.01812 -0.01852  0.22
32 H -6.83257 -1.44221 1.71770  0.22
33 H -6.46917 -3.08579 3.52851  0.23
34 H -4.16905 -3.84695 4.04592  0.22
35 H -2.25649 -3.00073 2.76612  0.22
36 O -0.04614 0.43376 -3.14715  -0.95
37 S 0.93166 1.50326 -3.62374  1.30
38 C 2.48784 0.60106 -3.83067  -0.63
39 C 2.76544 -0.31931 -2.68245  -0.01
40 C 3.85157 -0.11148 -1.85851  -0.17
41 C 4.15914 -1.02936 -0.85313  -0.17
42 C 3.35955 -2.13123 -0.63626  -0.21
43 C 2.24266 -2.34202 -1.44174  -0.14
44 C 1.93513 -1.45202 -2.47468  -0.38
45 C 1.37073 2.50908 -2.18610  -0.64
46 C 0.17177 3.27455 -1.70021  0.01
47 C -0.39386 4.27247 -2.49001  -0.22
48 C -1.50341 4.96924 -2.04181  -0.20
49 C -2.05071 4.67690 -0.79889  -0.19
50 C -1.48853 3.68656 -0.00838  -0.19
51 C -0.38047 2.98379 -0.45937  -0.22
52 H 3.27602 1.34019 -3.97775  0.25
53 H 2.35867 0.04616 -4.76126  0.26
54 H 4.49162 0.74776 -2.01992  0.22
55 H 5.03624 -0.87438 -0.23782  0.23
56 H 3.59466 -2.82985 0.15485  0.25
57 H 1.63643 -3.22935 -1.31244  0.24
58 H 1.24659 -1.75739 -3.25462  0.27
59 H 2.17138 3.16508 -2.54049  0.25
60 H 1.75653 1.83078 -1.42120  0.25
61 H 0.03528 4.50808 -3.45789  0.21
62 H -1.93888 5.74434 -2.65784  0.23
63 H -2.91435 5.22566 -0.44753  0.23
64 H -1.91442 3.45649 0.95955  0.22
65 H 0.05082 2.19563 0.14763  0.22